{"formula": "C38H78O10", "method": "ωB97M-V/def2-TZVPD", "symbols": ["H", "H", "H", "C", "H", "H", "C", "H", "C", "O", "H", "H", "H", "H", "H", "C", "H", "C", "H", "C", "H", "H", "C", "H", "O", "C", "H", "H", "H", "H", "C", "H", "H", "H", "H", "H", "O", "H", "H", "C", "H", "H", "C", "O", "C", "C", "H", "H", "H", "H", "C", "H", "H", "H", "O", "C", "H", "C", "C", "C", "H", "C", "H", "C", "H", "H", "C", "H", "C", "H", "H", "C", "C", "H", "H", "H", "H", "H", "H", "H", "H", "C", "H", "H", "C", "H", "H", "O", "H", "C", "H", "C", "H", "H", "H", "C", "H", "H", "C", "H", "H", "C", "O", "H", "O", "H", "H", "C", "C", "H", "C", "O", "H", "O", "H", "H", "H", "C", "H", "C", "C", "C", "H", "H", "H", "H"], "xyz": [[-0.09163, -2.62957, -0.56386], [-0.30559, 1.20810, 2.41121], [-1.25202, 1.55233, -1.74191], [3.57386, -3.04116, 1.62768], [-0.82208, -3.41051, 3.24562], [-0.56134, -3.73266, -3.27613], [-2.07296, 2.25719, 3.08390], [4.13480, 0.52592, -3.49619], [3.26424, 0.31819, -2.87403], [1.07317, 3.11082, -2.33680], [1.15560, 1.64019, 0.25089], [0.13410, 5.51113, 1.51534], [-1.30696, 4.80249, -0.61906], [-1.75856, -6.17325, 2.34955], [-2.16996, 3.09598, 2.39462], [3.25293, -1.75981, 2.46792], [0.98263, 1.28194, -1.30664], [2.11629, 1.78162, -0.24423], [-0.01005, -0.16568, -1.11387], [1.60762, -1.28015, -3.00283], [-1.95228, 3.19209, -3.41652], [-0.90049, 0.67797, -3.16928], [2.96508, 3.92644, -0.50079], [-2.48267, -3.90094, 3.08470], [2.10823, 2.95172, -1.05434], [-0.23001, 3.03613, 0.17376], [0.82187, -5.85145, 1.30997], [3.01814, 1.30638, -2.48543], [-3.69132, 2.77668, -0.15590], [-0.07457, -1.54530, 1.11763], [-0.25553, 4.57265, 1.90971], [0.02144, 2.62032, 2.28694], [-0.81409, 2.48690, -4.51897], [2.30538, -1.40784, 0.98334], [3.04936, -0.40710, -0.72503], [-4.89132, 1.54671, 1.33852], [-1.53956, 4.40316, 1.31332], [1.35513, 1.06360, -3.03538], [-3.41899, -1.14618, -0.94908], [1.21707, -2.89416, 2.14120], [-3.06734, -2.61780, -2.28583], [2.33864, 0.94508, -0.90669], [0.82577, 1.68029, -2.30904], [-0.68580, -1.17979, -1.81384], [-3.41598, 1.70182, 3.44736], [-2.96044, -0.45326, -0.24360], [-2.28291, 3.32141, -0.39552], [2.49708, 4.46720, 0.32180], [0.78984, -2.43662, -2.08434], [-4.43606, 1.90570, -1.58283], [-1.40542, -3.48566, 1.18280], [-0.47679, -5.74785, 3.30236], [-1.63781, -0.59520, 3.72789], [-1.59782, 2.49026, 4.03679], [1.85145, -0.68066, 0.55118], [3.43255, -0.69241, -1.70475], [0.30037, 1.25349, -0.11872], [-2.19582, -2.52094, -2.93328], [-2.08492, -0.16840, 2.83009], [-2.68546, 0.98807, -0.72833], [4.46965, -0.94044, -1.47889], [-0.02991, 3.89018, -2.89156], [0.42332, -3.05958, 1.41270], [3.40942, 1.85840, 0.65374], [-3.71209, 2.00902, 4.45038], [-0.22023, 4.57152, 2.99914], [-0.17720, -5.42863, 1.20424], [1.19925, -2.02227, -3.68882], [-4.72678, 0.95652, 0.43702], [-2.10749, -0.96558, 0.20148], [0.54960, 3.16598, -0.57686], [4.10500, 3.04323, 0.05162], [2.70845, -1.93308, -2.15002], [2.41356, -4.54784, 2.60379], [1.46596, 3.37376, 1.40591], [4.50899, -3.45812, 2.00159], [3.40918, -1.92045, 3.53463], [3.72632, -0.87295, 2.04661], [-1.55600, 1.18600, 1.32472], [-2.26566, -3.82823, 0.60770], [0.83137, -2.98937, 3.15621], [-1.39092, 1.10800, 2.39931], [-2.39795, -0.37564, -2.53098], [4.65979, 3.59889, 0.80763], [0.43832, -0.60360, 0.92206], [-2.14742, -0.90149, 2.02588], [3.79625, -2.71438, 0.61189], [2.22686, -0.22610, -3.69278], [-0.62326, 4.42659, -2.15109], [-1.49961, -3.99523, 2.62341], [2.16174, -4.42949, 0.85356], [-0.20357, -2.50346, -1.64073], [0.47303, -0.13050, 1.90341], [-1.28572, -2.40413, 1.24653], [-2.39152, 0.84009, -1.76746], [-0.62780, 1.58793, -2.63476], [4.67127, 2.63342, -0.78473], [3.07086, 2.15248, 1.64721], [0.38449, 3.26288, 1.48482], [2.22226, -2.38972, -1.28794], [-0.46448, 1.97484, 0.09136], [-1.43519, 3.89770, -0.02489], [-0.17649, -4.09440, 0.64994], [4.03683, 0.97798, 0.79278], [-3.88945, -0.12188, 0.81135], [-1.18757, -0.78226, -3.78353], [3.39849, 4.59271, -1.24668], [-3.96512, 1.82126, -0.60345], [-1.02193, -5.37444, 2.43546], [-5.67514, 0.48997, 0.17048], [2.33167, -3.85650, 1.76509], [-3.37100, 0.29962, 3.32356], [-2.44679, -2.69163, -3.98017], [1.85186, -1.56223, 2.14686], [-1.28870, 0.34066, -0.00032], [-4.21393, 1.95364, 2.74882], [-0.64489, -6.06058, 0.44924], [-0.20941, 0.29040, -0.14416], [-1.32431, -4.32911, -1.79057], [-1.12409, -3.44068, -2.38948], [-0.93108, 2.81752, -3.48694], [-1.64168, -1.09571, -2.84352], [0.38751, 4.46365, -3.71921], [3.39219, -2.61024, -2.66194], [0.77643, -0.82768, -2.46199], [-1.78363, 1.42716, -0.30173]], "atomic_forces_ev_per_a": [[-0.111, -0.082, -0.827], [-0.705, -0.966, 0.945], [1.842, 1.064, -1.215], [1.404, 1.722, 0.964], [-0.351, -0.251, -0.058], [0.157, -0.646, 0.075], [-0.476, -0.188, 0.572], [0.224, -0.642, -0.069], [0.801, -0.381, 0.551], [-7.237, 2.553, -9.960], [3.669, 0.845, 1.177], [0.607, -0.003, -0.011], [0.091, -0.200, -0.388], [-0.695, 0.478, -0.122], [0.153, -0.001, 0.769], [-0.668, -1.032, -0.572], [-0.711, 0.491, -2.949], [5.398, -0.393, 1.398], [0.438, 1.727, 2.191], [1.323, 0.075, -0.997], [-0.495, -0.391, 0.023], [0.574, 1.070, -0.014], [1.687, -1.503, 0.641], [-0.121, -0.073, -0.350], [8.891, -1.114, 9.707], [-0.143, -0.097, -2.251], [0.055, 0.578, 0.213], [-0.156, -0.036, -0.183], [-0.850, -0.127, -0.319], [0.553, 0.769, -0.807], [-0.168, -0.389, -1.030], [1.168, 0.244, -0.598], [0.573, 0.735, -0.268], [-0.742, 0.644, -2.008], [-0.094, 0.199, -0.855], [-0.257, -0.225, -0.237], [-2.576, 1.463, 1.157], [-0.255, 1.347, 0.154], [-0.156, 0.313, -0.349], [1.847, 1.547, 1.560], [-0.344, 0.121, -0.354], [-0.315, 0.769, 1.048], [-2.539, 0.899, -1.675], [-3.565, -2.699, -2.120], [-0.918, -0.304, -0.514], [-2.097, 1.850, 1.691], [0.212, 0.795, 0.583], [-0.096, 0.405, -0.172], [-1.392, -1.599, 0.963], [-0.252, 0.284, 0.261], [-0.306, -0.391, 0.634], [0.372, 0.258, 0.166], [0.544, -0.439, -0.141], [0.446, 0.411, -0.165], [-2.048, 4.218, -8.405], [1.867, -0.085, -0.043], [-2.080, -4.032, -0.171], [-1.205, 0.114, 0.142], [-0.269, 1.185, 1.878], [-1.684, -0.820, -2.317], [0.417, 0.172, -0.411], [0.452, -2.621, -2.284], [1.943, 1.745, 1.301], [-1.733, 0.885, 1.124], [-0.159, -0.195, 0.133], [-0.968, 0.543, 0.032], [-0.120, -0.246, -1.542], [0.018, 0.338, -0.736], [-0.194, -0.103, 0.282], [-0.483, 0.035, -0.213], [-1.184, 0.668, 0.341], [0.095, 0.548, 0.132], [-0.409, 0.793, 0.450], [0.329, -0.381, -0.160], [-0.293, -0.425, 0.597], [-0.148, -0.448, -0.013], [0.123, 0.236, 0.030], [0.325, 0.073, 0.536], [-0.409, 0.309, 0.892], [0.004, 0.293, -0.251], [0.387, -0.554, 0.043], [-0.035, -0.033, -1.170], [0.118, -0.639, -0.778], [0.685, -0.124, -0.326], [1.009, 2.304, -0.983], [-0.492, 0.174, 0.495], [-0.245, -0.151, -0.221], [1.405, -0.054, -1.255], [0.803, 0.245, -0.153], [-0.568, 0.970, -0.277], [-0.217, 0.179, 0.115], [0.390, 0.391, 0.531], [-0.326, -0.098, -0.414], [-0.429, -0.562, -0.763], [-1.215, 0.657, 0.735], [-0.937, 0.343, -0.333], [0.560, 0.641, -0.047], [0.138, -0.201, 0.409], [0.718, 2.268, 1.446], [0.731, -0.311, 0.036], [-1.435, 2.943, 0.478], [1.431, 1.163, 1.573], [-2.999, -2.535, -0.820], [-0.254, -0.121, -0.487], [0.255, -1.172, -0.066], [0.005, -0.307, -0.191], [-0.642, 0.113, -0.271], [0.131, -1.592, 0.665], [0.540, -2.873, 1.752], [-0.257, 0.509, -0.642], [0.142, -0.999, 0.656], [0.532, -1.564, 0.233], [-0.309, -0.473, 0.188], [1.097, -6.930, 11.162], [3.284, -1.057, 0.251], [0.101, 0.886, 0.331], [-0.183, -0.158, -0.091], [2.047, -2.758, 2.241], [-0.687, 0.139, -0.214], [1.456, 0.258, -0.854], [-1.097, -0.278, 0.116], [-0.508, -2.072, -0.092], [-0.087, 0.729, 0.421], [-0.435, -0.148, -0.323], [1.281, -0.166, -0.228], [-2.314, 0.734, -0.067]], "e_lumo_ev": 0.4339, "charge": 0, "orbital_gap_ev": 6.8, "multiplicity": 1}

{"formula": "C3HNOS2", "method": "ωB97M-V/def2-TZVPD", "symbols": ["N", "H", "S", "S", "O", "C", "C", "C"], "xyz": [[3.05606, 0.00655, -0.14889], [-2.91087, 0.69422, -0.29251], [-0.15487, 1.89946, 0.17491], [-2.11763, -0.43408, -0.08214], [0.30174, -1.79447, 0.36490], [1.89131, -0.10236, -0.10506], [-0.60752, 0.32931, 0.02845], [0.54178, -0.59862, 0.06033]], "atomic_forces_ev_per_a": [[-2.616, -0.001, -0.038], [0.962, -0.786, 0.322], [-0.737, -0.349, -0.113], [-1.267, 0.370, -0.286], [1.349, 3.185, -1.071], [3.073, -0.176, 0.001], [1.067, 2.136, -0.247], [-1.831, -4.379, 1.431]], "e_lumo_ev": -2.2819, "charge": 0, "orbital_gap_ev": 7.5, "smiles": "N#CC(=O)C(=S)S", "multiplicity": 1}

Summary of DFT total energy in Eh
-2245.850577; -1041.224828
(order as listed above)
Summary of energy relative to the best compared isomer or geometry (same formula, charge and spin) in kJ/mol
2726.57; 123.72
(order as listed above)